(1)
C24H52N2O2P2PtS | ωB97M-V/def2-TZVPD

The geometry in ORCA input format:
```
! wB97M-V def2-TZVPD RIJCOSX def2/J DEFGRID3
* xyz 4 5
Pt -0.155 0.715 -0.413
C -0.507 -1.272 -0.359
O -1.460 -1.942 -0.698
C 1.713 0.624 -0.486
O 2.863 0.461 -0.588
P -0.299 1.130 -2.783
C -0.004 2.931 -3.056
H -0.051 3.020 -4.150
C 1.038 0.368 -3.845
H 1.944 0.628 -3.266
C -1.949 0.883 -3.590
H -2.583 1.529 -2.959
C -1.438 0.020 3.265
P 0.031 0.557 2.210
H 0.579 2.525 3.506
H -2.191 0.773 2.997
C 1.520 0.179 3.341
H 1.171 0.622 4.287
C 0.920 -1.156 -3.897
H 1.873 -1.545 -4.285
H 0.138 -1.485 -4.598
H 0.750 -1.610 -2.911
C 1.227 0.919 -5.270
H 0.400 0.639 -5.937
H 2.136 0.447 -5.670
H 1.389 2.004 -5.304
C -2.090 1.355 -5.048
H -1.775 2.390 -5.225
H -3.163 1.301 -5.282
H -1.582 0.683 -5.756
C -2.493 -0.544 -3.502
H -3.491 -0.520 -3.957
H -2.571 -0.929 -2.479
H -1.899 -1.253 -4.092
C -1.126 3.764 -2.431
H -2.106 3.565 -2.886
H -0.887 4.827 -2.568
H -1.194 3.568 -1.351
C 1.377 3.410 -2.593
H 1.491 3.293 -1.506
H 1.458 4.483 -2.818
H 2.207 2.893 -3.094
C -1.253 0.089 4.790
H -0.947 1.078 5.146
H -0.539 -0.652 5.171
H -2.217 -0.129 5.273
C -2.029 -1.329 2.873
H -1.369 -2.168 3.130
C 0.722 3.164 1.435
H -2.274 -1.371 1.806
H -2.969 -1.484 3.426
C -1.396 2.991 2.743
H 0.202 2.969 0.471
H 0.649 4.240 1.637
H 1.777 2.892 1.313
C 0.014 2.406 2.563
H -1.324 4.088 2.725
H -1.855 2.698 3.696
H -2.064 2.683 1.924
C 2.790 0.909 2.907
H 3.042 0.714 1.856
H 3.618 0.550 3.533
H 2.728 1.987 3.079
C 1.877 -1.287 3.653
H 2.435 -1.714 2.811
H 1.011 -1.930 3.864
H 2.539 -1.299 4.542
H -0.217 5.818 0.421
H -0.223 5.946 -0.318
S 0.980 -2.032 0.431
C 0.548 -3.666 0.936
N 1.625 -4.430 1.138
C 1.570 -5.740 1.789
C 0.213 -6.379 1.577
C -0.881 -5.382 1.906
N -0.675 -4.125 1.199
H 2.514 -4.004 0.879
H 1.728 -5.587 2.868
H 2.385 -6.342 1.376
H 0.119 -7.220 2.269
H 0.110 -6.767 0.552
H -0.835 -5.175 2.984
H -1.878 -5.760 1.671
H -1.461 -3.498 1.002
*
```

HOMO (spin up / spin down) = -0.702 / -0.763 Ha
Relative energy (zero: lowest compared OMol25 entry of this formula, charge and spin) = 0.000 eV
<S²> = 6.05
Lowest unoccupied orbital energy (spin up / spin down) = -12.9 / -17.3 eV
Frontier orbital gap (spin up / spin down) = 6.226 / 3.459 eV

Mulliken atomic charges, in units of e:
1 Pt 2.08
2 C 0.05
3 O -0.53
4 C 0.14
5 O -0.35
6 P -0.15
7 C 0.27
8 H 0.50
9 C 0.74
10 H 0.35
11 C 0.48
12 H 0.44
13 C 0.51
14 P 0.29
15 H 0.72
16 H 0.63
17 C 0.49
18 H 0.64
19 C -1.52
20 H 0.49
21 H 0.34
22 H 0.22
23 C -1.46
24 H 0.27
25 H 0.49
26 H 0.35
27 C -1.53
28 H 0.33
29 H 0.51
30 H 0.35
31 C -1.27
32 H 0.49
33 H 0.20
34 H 0.27
35 C -1.31
36 H 0.31
37 H 0.50
38 H 0.09
39 C -1.31
40 H 0.06
41 H 0.55
42 H 0.30
43 C -1.75
44 H 0.38
45 H 0.36
46 H 0.48
47 C -1.24
48 H 0.18
49 C -0.54
50 H 0.20
51 H 0.50
52 C -1.83
53 H -0.54
54 H 0.71
55 H 0.08
56 C 0.08
57 H 0.48
58 H 0.39
59 H 0.38
60 C -1.42
61 H 0.20
62 H 0.49
63 H 0.34
64 C -1.64
65 H 0.42
66 H 0.20
67 H 0.49
68 H -0.02
69 H 0.06
70 S -0.39
71 C 0.37
72 N 0.06
73 C -0.46
74 C -0.64
75 C -0.48
76 N 0.30
77 H 0.31
78 H 0.35
79 H 0.40
80 H 0.37
81 H 0.35
82 H 0.32
83 H 0.45
84 H 0.20

---

(2)
C17H17BrClN3O5PReS2 | ωB97M-V/def2-TZVPD

The geometry in ORCA input format:
```
! wB97M-V def2-TZVPD RIJCOSX def2/J DEFGRID3
* xyz 1 2
Re 0.583 -2.187 1.463
O 1.162 -5.775 0.492
Cl 1.009 -4.949 1.626
O 0.965 -5.633 2.844
O 2.040 -3.866 1.628
O -0.251 -4.097 1.437
Br 0.589 -1.919 3.823
C 3.457 1.182 -0.369
N 3.019 -0.150 -0.804
C 3.315 -0.678 -2.023
C 2.816 -1.864 -2.436
C 1.945 -2.579 -1.565
N 1.657 -2.032 -0.377
C 2.159 -0.828 -0.022
O 1.765 -0.435 1.106
N 1.420 -3.747 -1.891
H 4.067 1.614 -1.156
H 4.035 1.096 0.548
H 2.578 1.800 -0.194
H 3.975 -0.087 -2.641
H 3.068 -2.257 -3.408
H 1.643 -4.176 -2.773
H 0.869 -4.282 -1.236
S -0.019 0.245 -2.063
P -1.045 0.536 -0.430
S -1.277 -1.281 0.714
C -0.379 1.777 0.697
C 0.211 2.900 0.121
C 0.706 3.910 0.930
C 0.617 3.800 2.312
C 0.026 2.684 2.886
C -0.477 1.672 2.082
C -2.778 0.941 -0.701
C -3.535 1.500 0.327
C -4.879 1.767 0.122
C -5.464 1.480 -1.104
C -4.709 0.926 -2.128
C -3.364 0.654 -1.930
H 0.283 2.978 -0.958
H 1.158 4.786 0.482
H 1.007 4.588 2.943
H -0.044 2.598 3.962
H -0.933 0.805 2.541
H -3.080 1.740 1.280
H -5.467 2.206 0.917
H -6.512 1.693 -1.262
H -5.166 0.710 -3.084
H -2.764 0.232 -2.726
*
```

HOMO (spin up / spin down) = -0.422 / -0.417 Ha
Relative energy (zero: lowest compared OMol25 entry of this formula, charge and spin) = 0.000 eV
<S²> = 0.77
Lowest unoccupied orbital energy (spin up / spin down) = -5.0 / -4.6 eV
Frontier orbital gap (spin up / spin down) = 6.521 / 6.782 eV

Mulliken atomic charges, in units of e:
1 Re 1.00
2 O -0.56
3 Cl 1.62
4 O -0.51
5 O -0.55
6 O -0.57
7 Br -0.30
8 C -0.60
9 N 0.31
10 C -0.19
11 C -0.93
12 C 1.10
13 N 0.13
14 C -0.27
15 O -0.47
16 N -0.28
17 H 0.33
18 H 0.30
19 H 0.10
20 H 0.38
21 H 0.42
22 H 0.25
23 H 0.14
24 S -0.41
25 P 1.03
26 S -0.27
27 C 0.57
28 C -0.84
29 C -0.48
30 C -0.52
31 C -0.84
32 C -0.20
33 C 0.69
34 C -0.39
35 C -0.69
36 C -0.44
37 C -0.67
38 C -0.46
39 H 0.42
40 H 0.45
41 H 0.43
42 H 0.43
43 H 0.48
44 H 0.32
45 H 0.41
46 H 0.40
47 H 0.40
48 H 0.32

---

(3)
C4H11NO | ωB97M-V/def2-TZVPD

The geometry in ORCA input format:
```
! wB97M-V def2-TZVPD RIJCOSX def2/J DEFGRID3
* xyz 0 1
C 0.964 -1.501 -0.991
C 0.785 -0.584 -0.005
C 1.848 -0.354 1.038
N -0.211 0.381 -0.218
C -0.314 1.532 0.645
H 1.317 -2.514 -0.919
H 0.300 -1.378 -1.859
H 2.276 0.615 0.685
H 2.602 -1.125 1.120
H 1.443 0.099 1.955
H -1.091 -0.074 -0.392
H 0.340 2.413 0.550
H -0.204 1.350 1.727
H -1.329 1.891 0.456
O -2.944 -0.511 -0.938
H -3.556 0.137 -1.287
H -2.226 -0.377 -1.568
*
```

Structure (SMILES) = C=C(C)NC.O
HOMO = -0.287 Ha
Relative energy (zero: lowest compared OMol25 entry of this formula, charge and spin) = 2.278 eV
Lowest unoccupied orbital energy = 0.7 eV
Frontier orbital gap = 8.564 eV

Mulliken atomic charges, in units of e:
1 C -0.97
2 C 0.75
3 C -1.25
4 N -0.25
5 C -0.96
6 H 0.28
7 H 0.21
8 H 0.33
9 H 0.35
10 H 0.28
11 H 0.29
12 H 0.30
13 H 0.29
14 H 0.34
15 O -0.65
16 H 0.33
17 H 0.36

---

(4)
HIN3P | ωB97M-V/def2-TZVPD

The geometry in ORCA input format:
```
! wB97M-V def2-TZVPD RIJCOSX def2/J DEFGRID3
* xyz 0 1
N 1.607 1.536 -0.115
N 0.707 0.779 -0.163
N -0.001 -0.020 -0.520
P -0.756 -2.388 0.505
I -3.162 -2.479 0.230
H 1.605 2.572 0.063
*
```

HOMO (spin up / spin down) = -0.287 / -0.285 Ha
Relative energy (zero: lowest compared OMol25 entry of this formula, charge and spin) = 5.079 eV
Lowest unoccupied orbital energy (spin up / spin down) = -1.1 / -1.1 eV
Frontier orbital gap (spin up / spin down) = 6.672 / 6.662 eV

Mulliken atomic charges, in units of e:
1 N -0.62
2 N 0.72
3 N -0.37
4 P 0.02
5 I -0.03
6 H 0.29